<a>
Below is an isolated molecule of C2H8N2O3, with properties calculated with ωB97M-V/def2-TZVPD.

Each line ends with the Löwdin charge.
Atoms and positions in Å:
1 C -0.2865 0.3858 0.8717  -0.16
2 C 1.9353 -1.2445 -0.5132  -0.14
3 N 0.1146 0.4779 -0.4925  -0.08
4 N -1.8592 0.7045 0.7927  -0.07
5 O 1.6432 0.0726 -0.0949  -0.19
6 O 0.1416 1.8526 -0.8515  -0.01
7 O -2.5217 -0.4018 0.1558  -0.12
8 H -0.1259 1.8077 -1.7849  0.11
9 H -3.0422 -0.7831 0.8841  0.09
10 H -1.9767 1.4538 0.1092  0.08
11 H 0.1404 1.1392 1.5346  0.12
12 H -0.2450 -0.6290 1.2674  0.12
13 H 2.9523 -1.2856 -0.9174  0.08
14 H 1.8654 -1.9322 0.3386  0.07
15 H 1.2644 -1.6179 -1.2996  0.09

- E_HOMO: -9.4 eV
- Lowest unoccupied orbital energy: 0.9 eV
- Orbital gap: 0.375 Eh
- Net charge: 0
- SMILES: CON(O)CNO

<b>
Below is a cluster of 2 separate species, C2H8N2O3 in total, with properties calculated with ωB97M-V/def2-TZVPD.

Each line ends with the Löwdin charge.
Atoms and positions in Å:
1 C -0.4245 -1.4415 -1.0155  0.00
2 C 2.0543 1.3739 1.5799  -0.15
3 N -2.4711 -0.6783 -1.9258  0.13
4 N -1.8482 -1.0516 -0.9227  -0.50
5 O 0.7346 1.0389 1.7496  -0.19
6 O -2.3457 -1.3310 0.1750  -0.03
7 O -0.0519 1.3375 0.5869  -0.07
8 H 0.0818 -0.5764 -0.5193  0.08
9 H -0.4267 -2.3516 -0.4767  0.07
10 H -0.0471 -1.7170 -2.0726  0.12
11 H 2.3387 2.5029 1.3933  0.13
12 H 2.4833 0.6059 0.8346  0.11
13 H 2.6003 1.1779 2.4863  0.07
14 H -1.6877 -0.4179 -2.6527  0.11
15 H -0.9903 1.5283 0.7797  0.12

- E_HOMO: -10.0 eV
- Lowest unoccupied orbital energy: 0.7 eV
- Orbital gap: 0.393 Eh
- Net charge: 0
- SMILES: [H]/N=[N+](\C)[O-].COO

Energy comparison, zero being the most stable, in kJ/mol: <a> 0.0; <b> 93.7.

<a>
Below is a structure of composition C5H12N2O3, with properties calculated with ωB97M-V/def2-TZVPD.

Each line ends with the Löwdin charge.
Atoms and positions in Å:
1 C -1.3165 0.5812 -1.6664  -0.05
2 C -0.3539 0.2967 -0.5238  -0.40
3 C -0.4075 1.4082 0.5390  -0.08
4 C 0.6464 1.2206 1.6101  -0.53
5 N 1.5517 2.2024 1.7422  0.17
6 O 0.6908 0.1929 2.2912  0.03
7 N -0.6191 -1.0306 0.0588  0.07
8 H -1.0276 1.5039 -2.1855  0.08
9 H -1.3119 -0.2415 -2.3936  0.08
10 H -2.3418 0.7046 -1.2869  0.09
11 H 0.6719 0.2464 -0.9183  0.15
12 H -0.2893 2.3787 0.0397  0.12
13 H -1.3912 1.3972 1.0318  0.14
14 H 1.5226 3.0392 1.1783  0.11
15 H 2.2744 2.1235 2.4453  0.12
16 H -0.2817 -1.0514 1.0280  0.10
17 H -1.6161 -1.2439 0.0657  0.13
18 C 0.2692 -2.6097 -0.7325  -0.52
19 O -0.2040 -3.6401 -0.2074  -0.06
20 H 0.0236 -2.3700 -1.7880  0.13
21 O 1.6125 -2.3388 -0.5725  0.01
22 H 1.8974 -2.7693 0.2449  0.11

- E_HOMO: -8.9 eV
- Lowest unoccupied orbital energy: 0.5 eV
- Orbital gap: 0.345 Eh
- Net charge: 0

<b>
Below is a cluster of 2 separate species, C5H12N2O3 in total, with properties calculated with ωB97M-V/def2-TZVPD.

Each line ends with the Löwdin charge.
Atoms and positions in Å:
1 C -0.1551 0.6203 -1.3790  -0.19
2 C 0.9146 1.7574 0.8620  -0.02
3 C -1.4386 1.4455 -1.3659  -0.12
4 C 0.9653 0.4938 0.0607  -0.47
5 O 1.9308 -0.1976 -0.1193  0.04
6 H 0.6006 1.1473 -1.9654  0.11
7 H -0.2495 -0.3333 -1.9037  0.10
8 H 1.4212 1.5806 1.8103  0.10
9 H 1.4502 2.5351 0.3153  0.10
10 H -0.1058 2.0865 1.0388  0.07
11 H -1.2713 2.4442 -0.9595  0.07
12 H -1.8177 1.5690 -2.3817  0.08
13 H -2.2130 0.9641 -0.7657  0.07
14 N 0.4378 -2.7456 0.6501  0.03
15 C -0.2514 -1.9159 1.5016  -0.58
16 N -0.5017 -0.6412 1.0212  0.12
17 O 0.5278 -2.4833 -0.7242  -0.04
18 O -0.4946 -2.2634 2.6421  0.05
19 H 1.3239 -1.9254 -0.8126  0.08
20 H 0.5095 -3.7171 0.9129  0.15
21 H -0.5708 -0.3200 -0.1469  0.13
22 H -1.0122 -0.1010 1.7090  0.12

- E_HOMO: -9.5 eV
- Lowest unoccupied orbital energy: 0.7 eV
- Orbital gap: 0.373 Eh
- Net charge: 0
- SMILES: CCC(C)=O.NC(=O)NO

Energy comparison, zero being the most stable, in kJ/mol: <a> 0.0; <b> 335.4.

<a>
Below is a cluster of 10 separate species, CH22O10 in total, with properties calculated with ωB97M-V/def2-TZVPD.

Each line ends with the Löwdin charge.
Atoms and positions in Å:
1 O 0.5373 -1.0422 -3.9210  0.34
2 H -0.2669 -1.0855 -4.4435  0.18
3 H 0.8372 -1.9536 -3.8905  0.17
4 H 0.4898 -0.8008 -2.9931  0.09
5 C 0.2465 0.5417 -0.4402  -0.29
6 O 0.2056 -0.6580 -1.1098  -0.40
7 H 1.2879 0.8317 -0.3005  0.06
8 H -0.3651 1.2719 -0.9702  0.05
9 H -0.2515 0.4494 0.5250  0.05
10 O -0.2041 0.1675 3.2014  -0.04
11 H -0.9054 -0.0959 3.7973  0.06
12 H 0.6012 0.0128 3.6952  0.07
13 O -0.5318 3.8575 -0.7624  -0.05
14 H -1.2393 3.7538 -0.1261  0.03
15 H -0.8131 3.3443 -1.5198  0.01
16 O -2.4960 -0.4234 1.7877  -0.06
17 H -1.6702 -0.3428 2.2648  -0.04
18 H -2.2543 -0.8333 0.9571  -0.01
19 O -1.3820 -2.5926 0.2855  -0.06
20 H -0.8824 -3.4083 0.2498  0.03
21 H -0.7759 -1.9257 -0.0371  -0.03
22 O 2.0870 -2.4607 0.3261  -0.05
23 H 2.5661 -2.8400 -0.4106  0.03
24 H 1.6505 -1.6922 -0.0416  -0.03
25 O 0.9445 2.6596 2.3329  -0.05
26 H 0.1933 2.8742 2.8859  0.03
27 H 0.6573 1.9039 1.8204  -0.02
28 O -3.0238 -0.4171 -2.0087  -0.05
29 H -2.0777 -0.3598 -1.8755  -0.02
30 H -3.3800 0.3267 -1.5227  0.03
31 O 3.7646 0.3159 0.5951  -0.05
32 H 3.3928 0.9258 1.2324  0.03
33 H 3.0581 -0.3048 0.4166  -0.02

- E_HOMO: -8.7 eV
- Lowest unoccupied orbital energy: -1.5 eV
- Orbital gap: 0.266 Eh
- Net charge: 0

<b>
Below is a cluster of 10 separate species, CH22O10 in total, with properties calculated with ωB97M-V/def2-TZVPD.

Each line ends with the Löwdin charge.
Atoms and positions in Å:
1 C -2.0499 -1.1323 -1.1278  -0.14
2 O -2.5561 -0.5942 0.0911  -0.11
3 H -1.9470 -0.4355 -1.9477  0.03
4 H -1.0999 -1.6730 -1.0287  0.07
5 H -2.8326 -1.8667 -1.3346  0.10
6 H -2.5554 0.3621 0.1056  0.05
7 H 0.5060 1.4611 0.1599  0.02
8 H 1.1601 0.2713 0.8306  0.05
9 O 1.3556 1.1680 0.5306  -0.05
10 H 2.2303 -3.3813 -0.2882  0.04
11 H 1.2713 -3.8894 -1.3149  0.04
12 O 1.3749 -3.1721 -0.6797  -0.06
13 H 1.0474 0.8061 4.9296  0.06
14 H -0.4460 0.8813 4.9478  0.06
15 O 0.3052 1.0777 4.3758  -0.06
16 H 2.5454 1.4333 -0.6914  -0.01
17 H 3.9107 1.9821 -0.9458  0.04
18 O 3.0641 1.8848 -1.3967  -0.09
19 H -1.2517 0.4887 -3.1538  -0.01
20 H -0.8798 -0.8281 -3.5629  0.04
21 O -1.2577 -0.0311 -3.9627  -0.05
22 H 1.4579 4.0760 -1.7080  0.05
23 H 0.9457 2.7025 -2.2500  0.03
24 O 0.6820 3.5885 -1.9953  -0.05
25 H -0.2402 -1.3522 3.2404  0.03
26 H 0.9548 -0.2491 3.1687  0.00
27 O 0.7009 -1.1736 3.2633  -0.07
28 H -0.8270 3.1043 -0.6131  0.05
29 H -1.2015 1.8573 -1.4590  0.03
30 O -1.1411 2.1915 -0.5635  -0.05
31 H -0.6754 -3.4212 2.1271  0.02
32 H -1.2417 -2.6831 0.8440  -0.01
33 O -1.3094 -3.4538 1.4093  -0.05

- E_HOMO: -10.6 eV
- Lowest unoccupied orbital energy: 0.2 eV
- Orbital gap: 0.395 Eh
- Net charge: 0
- SMILES: CO.O.O.O.O.O.O.O.O.O

Energy comparison, zero being the most stable, in kJ/mol: <a> 234.7; <b> 0.0.

<a>
Below is an isolated molecule of C8H14N2O3, with properties calculated with ωB97M-V/def2-TZVPD.

Each line ends with the Löwdin charge.
Atoms and positions in Å:
1 C -0.2632 0.0716 0.9093  -0.25
2 C -1.0609 -0.7405 -0.1411  -0.42
3 C -0.4629 -0.5652 2.2756  -0.19
4 C -0.0336 0.4580 3.2518  -0.15
5 C -0.9161 1.6401 2.6102  -0.19
6 C 0.2293 0.2105 -2.1067  -0.24
7 C 1.5743 -0.6798 -1.7317  -0.33
8 C 0.2645 1.7200 -1.8209  -0.04
9 H 0.2593 2.0636 0.8810  0.11
10 H 0.7957 0.1543 0.4772  0.13
11 H -0.0089 -1.5230 2.3982  0.11
12 H -1.5547 -0.7567 2.6233  0.15
13 H 1.0499 0.6881 3.0762  0.13
14 H -0.1388 0.1866 4.2150  0.06
15 H -2.0646 1.6320 2.6307  0.13
16 H -0.7228 2.6814 2.9614  0.11
17 H -1.3376 -1.1638 -2.0659  0.17
18 H 0.1940 -0.0462 -3.1772  0.14
19 H 0.3270 2.1409 -0.7065  0.10
20 H 0.8914 2.3748 -2.4516  0.08
21 H -0.6293 2.0148 -2.3493  0.07
22 H 0.9877 -1.9912 -2.9687  0.09
23 N -0.5413 1.4617 1.2405  -0.08
24 N -0.9728 -0.3867 -1.4457  0.10
25 O -2.0796 -1.2893 0.2360  0.08
26 O 2.4059 -0.3877 -0.8108  0.03
27 O 1.7440 -1.9066 -2.3734  0.09

- E_HOMO: -8.4 eV
- Lowest unoccupied orbital energy: 0.1 eV
- Orbital gap: 0.314 Eh
- Net charge: 0
- SMILES: C[C@H](NC(=O)[C@@H]1CCCN1)C(=O)O

<b>
Below is an isolated molecule of C8H14N2O3, with properties calculated with ωB97M-V/def2-TZVPD.

Each line ends with the Löwdin charge.
Atoms and positions in Å:
1 C 0.7839 1.6144 -0.6267  -0.15
2 C -0.2536 2.3593 0.2093  -0.13
3 C 0.5563 0.4667 1.5488  -0.10
4 C 1.5164 0.6739 0.3542  -0.27
5 C -0.6427 1.4286 1.3767  -0.26
6 C 1.8757 -0.6237 -0.2916  -0.08
7 C -1.9583 0.7278 1.2392  -0.02
8 C 0.1839 -3.2816 -1.7633  -0.07
9 N 0.9490 -1.3999 -0.6609  0.01
10 N -2.3841 -0.0278 0.2838  -0.33
11 O -3.4924 -0.5482 0.2241  -0.01
12 O -1.5611 -0.2896 -0.8102  0.04
13 O 1.3059 -2.6027 -1.2304  -0.15
14 H 0.2957 1.0375 -1.4099  0.10
15 H 1.4796 2.3031 -1.1049  0.11
16 H 0.1905 3.2661 0.6237  0.11
17 H -1.1187 2.6489 -0.3857  0.12
18 H 0.2181 -0.5683 1.5988  0.11
19 H 1.0752 0.6802 2.4821  0.11
20 H 2.4324 1.1543 0.7032  0.14
21 H -0.7464 2.0331 2.2805  0.13
22 H 2.9239 -0.8824 -0.4243  0.14
23 H -2.6812 0.8603 2.0280  0.14
24 H -0.7304 -3.0052 -1.2366  0.08
25 H 0.3799 -4.3462 -1.6368  0.09
26 H 0.0707 -3.0482 -2.8259  0.09
27 H -0.6684 -0.6303 -0.5453  0.05

- E_HOMO: -8.4 eV
- Lowest unoccupied orbital energy: 0.8 eV
- Orbital gap: 0.335 Eh
- Net charge: 0
- SMILES: CO/N=C/[C@H]1CC[C@@H](/C=[N+](/[O-])O)C1

Energy comparison, zero being the most stable, in kJ/mol: <a> 0.0; <b> 250.0.

<a>
Below is a cluster of 2 separate species, C2H4O3P in total, with properties calculated with ωB97M-V/def2-TZVPD.

Each line ends with the Löwdin charge.
Atoms and positions in Å:
1 C 0.2016 0.7535 -0.1852  -0.28
2 C -1.6907 -0.4273 0.0977  -0.02
3 O 2.8945 0.4591 -0.7692  -0.38
4 O 1.7027 -1.5682 0.3104  -0.37
5 O 0.9227 0.9228 0.9997  -0.26
6 P 1.7023 -0.1675 -0.1472  0.32
7 H -0.1166 1.6541 -0.6894  0.05
8 H -1.6308 -1.1468 -0.6952  -0.02
9 H -2.4460 0.3293 -0.0079  -0.03
10 H -1.5396 -0.8090 1.0865  -0.01

- E_HOMO: -4.1 eV
- Lowest unoccupied orbital energy: 4.3 eV
- Orbital gap: 0.310 Eh
- Net charge: -1

<b>
Below is a cluster of 2 separate species, C2H4O3P in total, with properties calculated with ωB97M-V/def2-TZVPD.

Each line ends with the Löwdin charge.
Atoms and positions in Å:
1 C 1.4518 0.2548 -0.1295  -0.39
2 C 2.1669 -0.8537 -0.1349  -0.04
3 O 1.3532 1.4269 -0.1858  0.07
4 O -0.5958 -0.2522 0.0307  -0.44
5 O -3.0680 -0.6923 -0.1178  -0.49
6 P -1.9970 0.2983 0.1193  0.29
7 H 3.2338 -0.6957 -0.1472  0.04
8 H 1.7663 -1.8371 -0.0595  0.03
9 H -2.1656 0.9454 1.3531  -0.03
10 H -2.1454 1.4055 -0.7284  -0.03

- E_HOMO: -4.8 eV
- Lowest unoccupied orbital energy: 4.0 eV
- Orbital gap: 0.323 Eh
- Net charge: -1

<c>
Below is a structure of composition C2H4O3P, with properties calculated with ωB97M-V/def2-TZVPD.

Each line ends with the Löwdin charge.
Atoms and positions in Å:
1 C -0.3807 0.9709 -0.4222  -0.37
2 C -0.2629 0.1645 0.8492  -0.23
3 O 2.0394 -1.1355 -0.3879  -0.40
4 O -0.2699 -2.3744 -0.2016  -0.40
5 O -0.0931 -0.0247 -1.4188  -0.28
6 P 0.5469 -1.1168 -0.2157  0.32
7 H -1.3604 1.4833 -0.3912  0.09
8 H 0.5785 1.7583 -0.5100  0.15
9 H 0.3810 0.5963 1.6053  0.07
10 H -1.1788 -0.3221 1.0930  0.06

- E_HOMO: -4.7 eV
- Lowest unoccupied orbital energy: 4.3 eV
- Orbital gap: 0.331 Eh
- Net charge: -1

Energy comparison, zero being the most stable, in kJ/mol: <a> 246.9; <b> 144.2; <c> 0.0.